1.
Entry from OMol25: a 2-piece molecular cluster, C15H11NO6S overall in a non-equilibrium geometry (the ωB97M-V functional and the def2-TZVPD basis).

As for the maximum force: 4.8 eV/Å. The calculation puts the HOMO-LUMO gap at 3.635 eV. The value obtained for the energy is -1482.3193 a.u. As for the total charge: -2.

Atoms and positions in Å:
C1 3.102 -1.277 0.488
C2 2.601 -0.280 -0.668
C3 3.578 0.800 -1.266
N1 4.989 0.948 -0.795
C4 3.066 1.773 -2.385
C5 1.592 1.708 -2.897
C6 0.684 0.639 -2.257
C7 1.138 -0.375 -1.151
C8 0.056 -1.429 -0.574
O1 0.315 -2.639 -0.369
C9 -1.405 -0.796 -0.333
C10 -2.260 -1.184 0.894
C11 -3.642 -0.463 1.045
C12 -4.094 0.580 -0.004
C13 -3.231 0.914 -1.250
C14 -1.861 0.232 -1.442
C15 -0.871 0.519 -2.679
O2 -1.276 0.632 -3.868
H1 2.682 -2.319 0.285
H2 4.244 -1.275 0.517
H3 2.646 -0.935 1.490
H4 4.924 0.691 0.214
H5 5.198 1.968 -0.756
H6 3.721 2.592 -2.847
H7 1.148 2.398 -3.680
H8 -1.878 -1.965 1.651
H9 -4.262 -0.744 1.974
H10 -5.086 1.136 0.117
H11 -3.570 1.682 -2.031
O3 -3.554 0.265 4.333
S1 -2.449 -0.706 4.519
O4 -2.069 -0.760 5.948
O5 -1.279 -0.282 3.709
O6 -2.894 -2.049 4.069

What are the natural (NBO) partial charges on each atom? They are as follows, in elementary charge units: atom 1 (C): -0.679, atom 2 (C): -0.004, atom 3 (C): 0.159, atom 4 (N): -0.824, atom 5 (C): -0.274, atom 6 (C): -0.204, atom 7 (C): -0.112, atom 8 (C): -0.076, atom 9 (C): 0.560, atom 10 (O): -0.537, atom 11 (C): -0.145, atom 12 (C): -0.113, atom 13 (C): -0.146, atom 14 (C): -0.240, atom 15 (C): -0.217, atom 16 (C): -0.154, atom 17 (C): 0.557, atom 18 (O): -0.569, atom 19 (H): 0.266, atom 20 (H): 0.201, atom 21 (H): 0.259, atom 22 (H): 0.371, atom 23 (H): 0.366, atom 24 (H): 0.210, atom 25 (H): 0.236, atom 26 (H): 0.320, atom 27 (H): 0.308, atom 28 (H): 0.216, atom 29 (H): 0.215, atom 30 (O): -1.133, atom 31 (S): 2.575, atom 32 (O): -1.118, atom 33 (O): -1.129, atom 34 (O): -1.144

2.
Entry from OMol25: a 15-piece molecular cluster, H30O15 overall in a non-equilibrium geometry (the ωB97M-V functional and the def2-TZVPD basis).

The energy relative to the best compared isomer or geometry (same formula, charge and spin) is 190.6 kcal/mol. As for the maximum force: 9.1 eV/Å. The calculation puts the HOMO-LUMO gap at 8.160 eV. The value obtained for the energy is -1146.3364 a.u. As for the total charge: 0.

Atoms and positions in Å:
H1 0.474 -0.710 0.709
H2 -0.520 0.222 0.013
H3 0.159 -4.207 2.467
H4 0.319 -3.490 3.769
H5 -0.147 3.166 -2.011
H6 -0.408 4.069 -0.827
H7 -3.490 3.228 2.611
H8 -3.843 2.056 1.698
H9 -1.305 -5.212 0.417
H10 0.144 -4.821 0.812
H11 3.762 -0.147 -1.706
H12 4.998 0.030 -2.568
H13 1.896 -1.814 -0.336
H14 3.420 -2.180 -0.387
H15 -2.422 1.514 -2.475
H16 -2.916 2.777 -1.825
H17 2.099 -0.150 -3.830
H18 2.096 0.984 -2.698
H19 -0.683 3.568 1.795
H20 -1.883 4.373 1.435
H21 -2.092 0.675 1.562
H22 -3.543 0.516 1.121
H23 -2.618 -1.469 -2.189
H24 -1.546 -2.629 -1.972
H25 0.195 -1.733 -2.994
H26 -0.566 -2.028 -4.374
H27 -1.192 1.872 2.943
H28 -0.057 1.113 2.598
H29 3.993 0.824 3.063
H30 3.749 0.807 1.547
O1 0.156 -0.449 -0.083
O2 0.534 -4.370 3.406
O3 0.189 3.351 -1.041
O4 -3.392 2.281 2.474
O5 -0.673 -5.216 1.168
O6 4.221 0.508 -2.278
O7 2.654 -2.038 0.227
O8 -2.177 2.179 -1.776
O9 2.645 0.399 -3.173
O10 -1.681 3.486 1.721
O11 -2.719 0.032 1.248
O12 -1.752 -1.693 -1.907
O13 -0.258 -2.429 -3.494
O14 -0.253 2.020 2.909
O15 4.434 0.737 2.228

What are the natural (NBO) partial charges on each atom? They are as follows, in elementary charge units: atom 1 (H): 0.459, atom 2 (H): 0.495, atom 3 (H): 0.470, atom 4 (H): 0.455, atom 5 (H): 0.477, atom 6 (H): 0.455, atom 7 (H): 0.484, atom 8 (H): 0.448, atom 9 (H): 0.481, atom 10 (H): 0.472, atom 11 (H): 0.463, atom 12 (H): 0.458, atom 13 (H): 0.480, atom 14 (H): 0.474, atom 15 (H): 0.472, atom 16 (H): 0.464, atom 17 (H): 0.439, atom 18 (H): 0.474, atom 19 (H): 0.506, atom 20 (H): 0.452, atom 21 (H): 0.464, atom 22 (H): 0.452, atom 23 (H): 0.464, atom 24 (H): 0.490, atom 25 (H): 0.487, atom 26 (H): 0.476, atom 27 (H): 0.482, atom 28 (H): 0.456, atom 29 (H): 0.466, atom 30 (H): 0.474, atom 31 (O): -0.954, atom 32 (O): -0.939, atom 33 (O): -0.933, atom 34 (O): -0.927, atom 35 (O): -0.939, atom 36 (O): -0.901, atom 37 (O): -0.955, atom 38 (O): -0.935, atom 39 (O): -0.933, atom 40 (O): -0.968, atom 41 (O): -0.916, atom 42 (O): -0.957, atom 43 (O): -0.961, atom 44 (O): -0.932, atom 45 (O): -0.940

3.
Entry from OMol25: a 6-piece molecular cluster, C30H61N3O24S5 overall in a non-equilibrium geometry (the ωB97M-V functional and the def2-TZVPD basis).

As for the SMILES: [H]/N=C\CN[C@@](CCC(C)C)(CO[C@H](COCCC)OCCC)N(C)C(C)=O.O=S1(=O)OCCO1.O=S1(=O)OCCO1.O=S1(=O)OCCO1.O=S1(=O)OCCO1.O=S1(=O)OCCO1. As for the maximum force: 8.5 eV/Å. The calculation puts the HOMO-LUMO gap at 8.924 eV. The value obtained for the energy is -5139.9918 a.u. As for the total charge: 0.

Atoms and positions in Å:
C1 -0.973 3.540 0.478
C2 -0.744 2.860 1.954
C3 -0.536 1.202 1.889
O1 0.206 0.875 0.662
C4 -0.226 -0.408 0.075
C5 0.084 -0.276 -1.563
O2 -0.161 -1.531 -2.294
C6 -1.320 -1.402 -3.220
C7 -0.834 -0.751 -4.672
C8 -1.603 -1.473 -5.969
O3 1.510 0.185 -1.639
C9 1.422 1.467 -2.353
C10 2.902 2.079 -2.812
C11 3.404 1.149 -4.080
C12 4.261 -0.146 -3.555
C13 4.476 -1.336 -4.662
C14 3.016 -1.877 -5.252
C15 5.103 -2.635 -3.815
N1 3.876 1.834 -1.680
C16 3.480 2.530 -0.398
C17 3.405 1.357 0.767
N2 4.146 1.448 1.949
N3 2.672 3.534 -3.153
C18 1.854 3.725 -4.410
C19 3.954 4.331 -3.247
C20 5.004 4.358 -4.506
O4 4.245 5.138 -2.189
H1 0.083 3.909 0.084
H2 -1.491 2.835 -0.300
H3 -1.653 4.507 0.559
H4 0.190 3.373 2.454
H5 -1.702 3.105 2.601
H6 0.124 0.952 2.851
H7 -1.601 0.694 1.948
H8 -1.347 -0.687 0.279
H9 0.496 -1.253 0.460
H10 -0.676 0.541 -1.947
H11 -1.685 -2.505 -3.441
H12 -2.218 -0.827 -2.732
H13 0.314 -0.976 -4.778
H14 -0.994 0.423 -4.708
H15 -0.926 -2.349 -6.370
H16 -2.666 -1.910 -5.667
H17 -1.769 -0.665 -6.803
H18 0.800 2.297 -1.776
H19 0.815 1.270 -3.361
H20 4.107 1.736 -4.834
H21 2.463 0.824 -4.717
H22 5.351 0.198 -3.212
H23 3.793 -0.663 -2.587
H24 5.209 -0.987 -5.514
H25 2.590 -1.132 -6.052
H26 3.096 -2.988 -5.618
H27 2.273 -1.819 -4.325
H28 4.301 -2.972 -2.998
H29 5.275 -3.578 -4.494
H30 6.065 -2.329 -3.185
H31 4.866 2.043 -1.936
H32 2.525 3.202 -0.468
H33 4.410 3.215 -0.094
H34 2.761 0.358 0.664
H35 4.703 2.343 1.939
H36 0.773 3.275 -4.375
H37 2.420 3.396 -5.408
H38 1.707 4.905 -4.532
H39 4.602 3.885 -5.500
H40 5.390 5.442 -4.760
H41 5.945 3.716 -4.187
C21 -2.213 9.099 -0.117
C22 -2.326 8.303 1.180
O5 -3.450 7.446 0.994
S1 -3.557 7.045 -0.583
O6 -2.937 5.751 -0.763
O7 -4.892 7.349 -1.043
O8 -2.538 8.180 -1.159
H42 -2.942 9.916 -0.143
H43 -1.209 9.505 -0.266
H44 -2.470 8.945 2.052
H45 -1.443 7.673 1.334
C23 8.346 -3.914 -6.728
C24 9.410 -3.265 -7.610
O9 8.763 -2.147 -8.214
S2 7.650 -1.556 -7.178
O10 8.238 -0.438 -6.474
O11 6.383 -1.475 -7.866
O12 7.608 -2.831 -6.163
H46 7.657 -4.521 -7.323
H47 8.784 -4.530 -5.938
H48 9.791 -3.948 -8.373
H49 10.244 -2.889 -7.009
C25 -2.096 -3.159 4.571
C26 -1.033 -2.510 3.689
O13 -1.679 -1.392 3.086
S3 -2.792 -0.801 4.122
O14 -2.205 0.317 4.826
O15 -4.060 -0.720 3.433
O16 -2.834 -2.076 5.137
H50 -2.786 -3.766 3.976
H51 -1.658 -3.775 5.361
H52 -0.652 -3.193 2.926
H53 -0.198 -2.134 4.290
C27 -7.159 -2.580 7.282
C28 -5.889 -3.026 8.003
O17 -5.276 -3.971 7.129
S4 -5.605 -3.557 5.586
O18 -4.477 -2.817 5.067
O19 -6.169 -4.706 4.916
O20 -6.805 -2.500 5.902
H54 -7.954 -3.325 7.387
H55 -7.519 -1.612 7.641
H56 -6.099 -3.479 8.975
H57 -5.196 -2.188 8.134
C29 -8.633 -6.200 12.062
C30 -7.853 -6.828 10.910
O21 -8.512 -6.383 9.727
S5 -9.125 -4.895 9.989
O22 -8.194 -3.924 9.459
O23 -10.527 -4.910 9.644
O24 -8.990 -4.894 11.614
H58 -9.556 -6.755 12.262
H59 -8.040 -6.141 12.978
H60 -7.843 -7.919 10.959
H61 -6.823 -6.456 10.883

Here are the Löwdin charges for atoms 1 to 99, given in e: atom 1 (C): -0.134, atom 2 (C): -0.194, atom 3 (C): -0.189, atom 4 (O): -0.234, atom 5 (C): -0.088, atom 6 (C): -0.267, atom 7 (O): -0.144, atom 8 (C): -0.179, atom 9 (C): -0.206, atom 10 (C): -0.137, atom 11 (O): -0.120, atom 12 (C): -0.123, atom 13 (C): -0.383, atom 14 (C): -0.100, atom 15 (C): -0.191, atom 16 (C): -0.355, atom 17 (C): -0.108, atom 18 (C): -0.130, atom 19 (N): -0.025, atom 20 (C): -0.165, atom 21 (C): -0.142, atom 22 (N): 0.003, atom 23 (N): -0.096, atom 24 (C): -0.096, atom 25 (C): -0.269, atom 26 (C): -0.043, atom 27 (O): -0.048, atom 28 (H): 0.076, atom 29 (H): 0.083, atom 30 (H): 0.051, atom 31 (H): 0.109, atom 32 (H): 0.112, atom 33 (H): 0.142, atom 34 (H): 0.110, atom 35 (H): 0.143, atom 36 (H): 0.144, atom 37 (H): 0.157, atom 38 (H): 0.134, atom 39 (H): 0.135, atom 40 (H): 0.081, atom 41 (H): 0.107, atom 42 (H): 0.080, atom 43 (H): 0.081, atom 44 (H): 0.072, atom 45 (H): 0.136, atom 46 (H): 0.109, atom 47 (H): 0.112, atom 48 (H): 0.111, atom 49 (H): 0.122, atom 50 (H): 0.126, atom 51 (H): 0.112, atom 52 (H): 0.077, atom 53 (H): 0.083, atom 54 (H): 0.080, atom 55 (H): 0.090, atom 56 (H): 0.071, atom 57 (H): 0.089, atom 58 (H): 0.118, atom 59 (H): 0.120, atom 60 (H): 0.125, atom 61 (H): 0.115, atom 62 (H): 0.013, atom 63 (H): 0.103, atom 64 (H): 0.094, atom 65 (H): 0.118, atom 66 (H): 0.069, atom 67 (H): 0.100, atom 68 (H): 0.103, atom 69 (C): -0.175, atom 70 (C): -0.176, atom 71 (O): -0.193, atom 72 (S): 0.684, atom 73 (O): -0.249, atom 74 (O): -0.232, atom 75 (O): -0.193, atom 76 (H): 0.132, atom 77 (H): 0.137, atom 78 (H): 0.137, atom 79 (H): 0.133, atom 80 (C): -0.172, atom 81 (C): -0.176, atom 82 (O): -0.194, atom 83 (S): 0.661, atom 84 (O): -0.237, atom 85 (O): -0.238, atom 86 (O): -0.210, atom 87 (H): 0.134, atom 88 (H): 0.138, atom 89 (H): 0.137, atom 90 (H): 0.133, atom 91 (C): -0.156, atom 92 (C): -0.163, atom 93 (O): -0.234, atom 94 (S): 0.677, atom 95 (O): -0.238, atom 96 (O): -0.221, atom 97 (O): -0.295, atom 98 (H): 0.133, atom 99 (H): 0.144

4.
Entry from OMol25: one molecule with the formula C11H12O3 in a non-equilibrium geometry (the ωB97M-V functional and the def2-TZVPD basis).

The energy relative to the best compared isomer or geometry (same formula, charge and spin) is 98.5 kcal/mol. As for the maximum force: 3.4 eV/Å. The calculation puts the HOMO-LUMO gap (alpha / beta) at 6.064 / 7.689 eV. The value obtained for the energy is -651.9397 a.u. As for the total charge: 0.

Atoms and positions in Å:
C1 -2.927 -1.265 -0.135
C2 -3.189 -0.018 0.404
C3 -1.662 -1.641 -0.694
C4 -2.222 1.007 0.318
C5 -0.651 -0.628 -0.795
C6 -0.962 0.743 -0.338
C7 0.742 -0.949 -0.996
C8 0.000 1.762 -0.645
C9 1.508 -0.444 0.119
C10 1.157 -0.141 1.536
C11 3.028 -0.757 -0.089
O1 1.232 -1.734 -1.796
O2 0.536 1.772 -1.878
O3 0.363 2.786 0.209
H1 -3.686 -2.026 -0.116
H2 -4.171 0.285 0.657
H3 -1.399 -2.707 -0.962
H4 -2.433 2.050 0.739
H5 0.259 0.365 1.676
H6 2.014 0.469 1.792
H7 1.094 -1.065 2.153
H8 2.997 -1.845 -0.400
H9 3.576 -0.874 0.877
H10 3.512 -0.139 -0.905
H11 1.153 2.524 -1.895
H12 0.130 2.468 1.165

What are the natural (NBO) partial charges on each atom? They are as follows, in elementary charge units: atom 1 (C): -0.217, atom 2 (C): -0.226, atom 3 (C): -0.168, atom 4 (C): -0.194, atom 5 (C): -0.061, atom 6 (C): -0.190, atom 7 (C): 0.391, atom 8 (C): 0.650, atom 9 (C): 0.039, atom 10 (C): -0.666, atom 11 (C): -0.688, atom 12 (O): -0.590, atom 13 (O): -0.635, atom 14 (O): -0.686, atom 15 (H): 0.214, atom 16 (H): 0.220, atom 17 (H): 0.242, atom 18 (H): 0.217, atom 19 (H): 0.201, atom 20 (H): 0.223, atom 21 (H): 0.226, atom 22 (H): 0.254, atom 23 (H): 0.206, atom 24 (H): 0.233, atom 25 (H): 0.498, atom 26 (H): 0.511

5.
Entry from OMol25: C17H32ClN2O3RuSi as an isolated structure in a non-equilibrium geometry (the ωB97M-V functional and the def2-TZVPD basis).

The energy relative to the best compared isomer or geometry (same formula, charge and spin) is 17.1 kcal/mol. As for the maximum force: 2.2 eV/Å. The calculation puts the HOMO-LUMO gap at 7.655 eV. The value obtained for the energy is -1846.5487 a.u. As for the total charge: +1.

Atoms and positions in Å:
Ru1 0.963 -0.431 0.336
C1 -2.854 0.758 0.260
C2 -1.687 0.762 1.230
C3 -2.144 0.939 2.669
O1 -0.954 -0.494 1.146
C4 -0.698 1.861 0.859
O2 -1.065 3.014 0.917
O3 0.524 1.502 0.516
H1 -3.590 0.001 0.544
H2 -2.525 0.574 -0.765
H3 -3.333 1.733 0.296
H4 -2.886 0.180 2.930
H5 -2.596 1.922 2.778
H6 -1.300 0.864 3.357
H7 -1.554 -1.250 1.201
C5 -0.977 -0.856 -2.729
Si1 0.723 -0.367 -2.162
C6 1.875 -1.524 -3.060
C7 1.030 1.387 -2.714
C8 2.069 1.707 -3.595
C9 2.280 3.015 -4.013
C10 1.450 4.029 -3.559
C11 0.394 3.730 -2.708
C12 0.187 2.422 -2.296
H8 -1.191 -1.916 -2.564
H9 -1.016 -0.674 -3.808
H10 -1.777 -0.268 -2.276
H11 1.930 -1.190 -4.101
H12 1.470 -2.542 -3.077
H13 2.899 -1.575 -2.668
H14 2.723 0.931 -3.978
H15 3.090 3.240 -4.697
H16 1.616 5.050 -3.880
H17 -0.268 4.513 -2.361
H18 -0.642 2.220 -1.637
Cl1 1.218 -2.731 1.276
C13 0.626 -2.327 -0.373
H19 -0.405 -2.647 -0.471
H20 1.263 -2.845 -1.081
C14 3.507 2.235 -0.242
C15 4.104 0.845 -0.048
C16 5.251 0.871 0.953
C17 4.571 0.254 -1.367
N1 3.046 -0.121 0.464
N2 2.547 0.207 1.761
H21 4.233 2.855 -0.770
H22 3.293 2.742 0.703
H23 2.595 2.200 -0.831
H24 6.040 1.519 0.573
H25 5.682 -0.126 1.094
H26 4.948 1.269 1.923
H27 5.413 0.837 -1.743
H28 3.778 0.292 -2.112
H29 4.913 -0.780 -1.247
H30 3.486 -1.036 0.535
H31 2.490 1.213 1.885
H32 3.040 -0.254 2.516

What are the natural (NBO) partial charges on each atom? They are as follows, in elementary charge units: atom 1 (Ru): 0.589, atom 2 (C): -0.630, atom 3 (C): 0.140, atom 4 (C): -0.621, atom 5 (O): -0.695, atom 6 (C): 0.766, atom 7 (O): -0.580, atom 8 (O): -0.691, atom 9 (H): 0.217, atom 10 (H): 0.217, atom 11 (H): 0.260, atom 12 (H): 0.215, atom 13 (H): 0.256, atom 14 (H): 0.223, atom 15 (H): 0.514, atom 16 (C): -1.152, atom 17 (Si): 1.566, atom 18 (C): -1.168, atom 19 (C): -0.483, atom 20 (C): -0.228, atom 21 (C): -0.216, atom 22 (C): -0.189, atom 23 (C): -0.195, atom 24 (C): -0.192, atom 25 (H): 0.233, atom 26 (H): 0.260, atom 27 (H): 0.236, atom 28 (H): 0.261, atom 29 (H): 0.241, atom 30 (H): 0.239, atom 31 (H): 0.206, atom 32 (H): 0.223, atom 33 (H): 0.225, atom 34 (H): 0.228, atom 35 (H): 0.203, atom 36 (Cl): 0.092, atom 37 (C): -0.513, atom 38 (H): 0.221, atom 39 (H): 0.233, atom 40 (C): -0.649, atom 41 (C): 0.129, atom 42 (C): -0.637, atom 43 (C): -0.623, atom 44 (N): -0.380, atom 45 (N): -0.642, atom 46 (H): 0.242, atom 47 (H): 0.212, atom 48 (H): 0.260, atom 49 (H): 0.248, atom 50 (H): 0.213, atom 51 (H): 0.214, atom 52 (H): 0.242, atom 53 (H): 0.231, atom 54 (H): 0.208, atom 55 (H): 0.398, atom 56 (H): 0.420, atom 57 (H): 0.401